# C2H5N2O

An isolated ion of composition C2H5N2O and charge +1 in a non-equilibrium geometry (ωB97M-V/def2-TZVPD, OMol25).

SMILES: C=[N+]=NCO
E_tot: -263.56344 a.u.
E_HOMO: -15.950 eV
energy above the lowest of the compared OMol25 structures with the same formula, charge and spin: 94.7 kcal per mole
F_max: 3.99 eV/Å
net charge: +1

Atoms and positions in Å:
1 C 2.127 -0.323 -0.101
2 C -1.238 0.499 0.172
3 N 0.093 1.016 -0.040
4 N 1.089 0.377 -0.127
5 O -1.353 -0.853 -0.046
6 H 2.703 -0.704 0.772
7 H 2.134 -0.724 -1.026
8 H -1.456 0.777 1.164
9 H -1.788 1.098 -0.630
10 H -2.312 -1.163 -0.138

Here are the natural (NBO) charges for atoms 1 to 8, given in e:
1. C -0.064
2. C 0.050
3. N 0.070
4. N 0.107
5. O -0.712
6. H 0.299
7. H 0.253
8. H 0.234